The following is a DFT calculation (ωB97M-V/def2-TZVPD) of 8 unconnected molecules or ions with the total composition C35H74BN2O17PS7 at a distorted geometry.

Cartesian coordinates (Å):
C  1.97100  -2.09460  -0.63576
C  1.46484  -1.68262  -2.10810
C  -0.14660  -1.84344  -2.29032
C  -0.93658  -0.66723  -1.54980
N  -2.33648  -0.44462  -2.05965
B  -3.17594  0.29715  -1.06668
N  -3.31454  1.79288  -1.24806
O  -3.83160  -0.25008  0.09986
C  -2.96890  -1.74010  -2.46584
O  -3.23654  -1.81216  -3.69795
O  -3.16304  -2.84257  -1.60145
P  -4.77327  -3.27556  -1.29594
C  -5.99017  -3.15150  -2.69411
C  -5.43488  -2.83811  0.40238
H  2.46484  -3.13065  -0.69444
H  2.81675  -1.37428  -0.32908
H  1.17440  -2.04392  0.17409
H  2.02357  -2.34144  -2.86828
H  1.80649  -0.60118  -2.29418
H  -0.44315  -2.88517  -1.92554
H  -0.32869  -1.78626  -3.42575
H  -0.91494  -0.81794  -0.41203
H  -0.35615  0.31077  -1.75043
H  -2.78839  2.10692  -2.07296
H  -4.30436  2.05555  -1.33060
H  -4.78829  -0.29704  -0.14984
H  -6.95442  -2.65405  -2.29067
H  -6.31499  -4.20748  -3.02036
H  -5.69775  -2.56362  -3.61912
H  -6.03754  -3.73750  0.80092
H  -4.57054  -2.67915  1.13024
H  -6.16364  -1.94866  0.42991
C  -7.46731  1.19556  3.92786
C  -8.80707  0.45634  3.94229
C  -9.29762  0.36718  2.49560
S  -7.83188  0.37870  1.46924
O  -7.82896  1.59090  0.68310
O  -7.65662  -0.92813  0.87174
C  -6.65932  0.56499  2.80111
H  -6.94966  1.11530  4.88563
H  -7.63373  2.25767  3.72084
H  -8.66258  -0.55120  4.34506
H  -9.53983  0.96019  4.57614
H  -9.85731  -0.55113  2.31593
H  -9.90563  1.23194  2.22507
H  -5.82139  1.18116  2.47551
H  -6.30814  -0.43148  3.07832
C  2.99443  -8.05836  -0.95529
C  3.48688  -7.70581  0.45006
C  3.63701  -6.18432  0.51562
S  2.45912  -5.51522  -0.65363
O  3.18694  -4.86628  -1.72176
O  1.39475  -4.85667  0.06765
C  1.86065  -7.08573  -1.25142
H  2.65982  -9.09567  -1.01956
H  3.80592  -7.91908  -1.67681
H  2.74821  -8.03526  1.18791
H  4.42952  -8.20499  0.68521
H  3.41519  -5.80014  1.51186
H  4.63486  -5.86710  0.20849
H  1.62253  -7.01336  -2.31312
H  0.96484  -7.34058  -0.68101
C  3.65245  0.05885  3.65912
C  2.25919  -0.15717  4.25377
C  1.92246  -1.64264  4.10536
S  3.48593  -2.51352  4.11164
O  3.67962  -3.11819  2.81502
O  3.60815  -3.26689  5.34025
C  4.51913  -1.06265  4.21849
H  4.05428  1.04138  3.91420
H  3.60356  -0.01384  2.56784
H  2.26959  0.11408  5.31464
H  1.50947  0.46770  3.76352
H  1.30662  -2.00065  4.93082
H  1.42608  -1.84721  3.15507
H  5.43796  -1.21803  3.65375
H  4.74920  -0.89417  5.27290
C  -3.80846  4.56133  2.37209
C  -3.14556  5.91602  2.63295
C  -1.68584  5.64811  3.00721
S  -1.23779  4.11533  2.19877
O  -0.97642  3.11982  3.21264
O  -0.30394  4.39376  1.13194
C  -2.83806  3.78991  1.48635
H  -4.78461  4.67258  1.89558
H  -3.95250  4.03213  3.31987
H  -3.18696  6.52261  1.72258
H  -3.65855  6.47240  3.42058
H  -1.02836  6.44578  2.66040
H  -1.56660  5.50981  4.08307
H  -3.02761  2.71720  1.47278
H  -2.83541  4.18382  0.46829
C  3.15250  4.72404  -1.28295
C  3.52514  4.28275  -2.69963
C  3.91953  2.80600  -2.63120
S  3.01897  2.11320  -1.24816
O  3.96774  1.71674  -0.23358
O  1.99769  1.21347  -1.74400
C  2.24290  3.63214  -0.73620
H  2.65785  5.69804  -1.27854
H  4.05527  4.80020  -0.67096
H  2.65830  4.40212  -3.35809
H  4.33531  4.88844  -3.11193
H  3.64726  2.27404  -3.54336
H  4.98593  2.68440  -2.43438
H  2.14952  3.65417  0.34902
H  1.25485  3.67337  -1.19961
C  0.97676  -3.48026  -6.79430
C  -0.41305  -3.69642  -6.19517
C  -0.75916  -5.18061  -6.35305
S  0.80056  -6.05562  -6.35928
O  0.99184  -6.65542  -7.66007
O  0.91999  -6.81450  -5.13413
C  1.83791  -4.60784  -6.24538
H  1.38338  -2.50124  -6.53282
H  0.92414  -3.54393  -7.88615
H  -0.39589  -3.43362  -5.13278
H  -1.16333  -3.06538  -6.67617
H  -1.37198  -5.54176  -5.52665
H  -1.26225  -5.37608  -7.30147
H  2.75532  -4.76400  -6.81217
H  2.06973  -4.44557  -5.19006
C  6.94517  7.47023  2.69932
C  5.55708  8.11377  2.72759
C  4.72456  7.45768  1.62392
S  5.38764  5.80899  1.41074
O  5.97440  5.71600  0.09319
O  4.42928  4.84374  1.89815
C  6.70315  5.96926  2.60512
H  7.52929  7.72722  3.58511
H  7.49520  7.81715  1.81867
H  5.09002  7.92934  3.70034
H  5.61044  9.19590  2.59008
H  3.67174  7.39073  1.89959
H  4.82780  7.98830  0.67590
H  7.57839  5.41284  2.27118
H  6.34198  5.56848  3.55468

Results
M   1061.2 g mol⁻¹
Spin multiplicity   1
Orbital gap   6.81 eV
E_tot   -5920.0159 hartree
Structure (SMILES)   CCCCN(B(N)O)C(=O)OP(C)C.O=S1(=O)CCCC1.O=S1(=O)CCCC1.O=S1(=O)CCCC1.O=S1(=O)CCCC1.O=S1(=O)CCCC1.O=S1(=O)CCCC1.O=S1(=O)CCCC1
E_LUMO   0.132 eV